77
Properties=species:S:1:pos:R:3 method="wB97M-V/def2-TZVPD" max_force_ha_per_bohr=0.082 de_lowest_kcal_mol=111.8 multiplicity=3 total_charge=+2 energy_ev=-170679.0496 s_squared=2.007 lumo_energy_ev="-7.0 / -9.0"
C -7.40 -4.59 -2.76
C -6.38 -3.69 -3.10
C -6.50 -3.06 -4.36
C -7.52 -3.44 -5.24
N -8.43 -4.37 -4.92
C -8.39 -4.92 -3.70
C -5.27 -3.41 -2.23
C -4.26 -2.61 -2.36
C -2.99 -1.89 -2.27
C -3.02 -0.46 -2.08
C -1.87 0.25 -2.36
C -0.63 -0.42 -2.63
C -0.67 -1.77 -3.08
C -1.81 -2.50 -2.86
Ni -3.74 -2.78 -0.68
P -1.72 2.33 0.20
H -5.80 -2.28 -4.63
H -7.40 -5.03 -1.78
H -7.60 -2.98 -6.23
H -9.15 -5.66 -3.43
H -1.83 -3.58 -3.01
H -3.90 -0.03 -1.53
H 0.24 -2.24 -3.46
H -1.89 1.37 -2.32
C -0.09 3.00 0.77
C 0.22 4.47 0.46
H 0.67 2.36 0.29
H -0.05 2.81 1.85
H 1.11 4.76 1.03
H 0.44 4.61 -0.60
H -0.59 5.15 0.76
C -2.23 3.54 -1.10
C -3.75 3.59 -1.29
H -1.72 3.24 -2.04
H -1.83 4.53 -0.84
H -3.96 4.13 -2.23
H -4.18 2.58 -1.36
H -4.25 4.13 -0.48
C -2.80 2.75 1.64
C -2.91 4.23 2.02
H -2.42 2.18 2.51
H -3.79 2.33 1.40
H -3.68 4.34 2.80
H -1.97 4.62 2.44
H -3.21 4.87 1.17
Br 0.78 0.03 -1.53
P 0.91 1.75 -5.21
C 0.22 2.90 -3.97
C 0.79 4.29 -4.24
H 0.39 2.49 -2.96
H -0.86 2.89 -4.18
H 0.18 5.06 -3.75
H 1.83 4.40 -3.92
H 0.77 4.50 -5.32
C 2.16 0.75 -4.41
C 3.26 0.36 -5.40
H 1.63 -0.12 -4.03
H 2.57 1.31 -3.56
H 4.14 -0.02 -4.88
H 2.92 -0.42 -6.09
H 3.56 1.23 -6.00
C -0.44 0.65 -5.55
C -0.78 0.85 -7.04
H -1.28 0.87 -4.89
H -0.10 -0.37 -5.34
H -1.43 0.04 -7.39
H -1.29 1.81 -7.20
H 0.13 0.85 -7.64
C -2.38 -2.01 2.47
S -1.52 -1.41 1.01
C -0.29 -0.41 1.92
H -3.36 -2.38 2.14
H -2.50 -1.17 3.17
H -1.79 -2.80 2.96
H -0.53 -0.42 2.99
H 0.69 -0.88 1.77
H -0.25 0.63 1.58

79
Properties=species:S:1:pos:R:3 method="wB97M-V/def2-TZVPD" max_force_ha_per_bohr=0.055 de_lowest_kcal_mol=0.0 total_charge=+3 energy_ev=-178743.4607 lumo_energy_ev="-12.6 / -12.9"
Ga 1.15 0.10 -0.30
P -2.27 -0.87 0.25
P 1.05 -2.06 -1.47
P -0.28 2.26 0.63
H 5.79 2.26 -4.11
C 6.09 2.76 -3.18
C 5.73 2.29 -1.97
H 5.18 1.34 -1.86
C -3.48 -0.14 -0.91
C -2.88 -2.60 0.23
C -3.05 -0.39 1.84
C 2.55 -1.91 -2.51
C 1.25 -3.63 -0.58
C -0.29 -2.50 -2.62
C 0.92 3.59 0.24
C -0.70 2.65 2.39
C -1.81 2.95 -0.10
H 6.82 3.59 -3.30
H 6.08 2.78 -1.05
H -4.51 -0.36 -0.60
H -3.29 -0.56 -1.90
H -3.33 0.94 -0.96
H -3.82 -2.68 0.79
H -2.13 -3.24 0.72
H -3.05 -2.93 -0.80
H -4.06 -0.81 1.89
H -3.10 0.70 1.91
H -2.46 -0.79 2.67
H 2.75 -2.87 -3.01
H 3.41 -1.66 -1.87
H 2.42 -1.12 -3.25
H 0.97 -4.46 -1.25
H 0.60 -3.68 0.30
H 2.29 -3.76 -0.27
H -0.05 -3.45 -3.11
H -0.43 -1.73 -3.38
H -1.23 -2.63 -2.08
H 0.59 4.53 0.71
H 0.99 3.72 -0.85
H 1.91 3.32 0.62
H -1.00 3.71 2.44
H 0.16 2.49 3.06
H -1.53 2.03 2.72
H -1.85 4.02 0.13
H -2.70 2.46 0.32
H -1.80 2.80 -1.19
C 0.47 1.98 -3.58
C 1.86 2.03 -3.38
C 2.65 2.96 -4.05
C 2.06 3.82 -4.98
C 0.68 3.74 -5.26
C -0.11 2.82 -4.57
Se -0.52 0.82 -2.50
H 2.42 0.93 -0.67
H 2.29 1.35 -2.66
H 3.72 3.00 -3.83
H 2.70 4.54 -5.50
H 0.22 4.40 -6.02
H -1.17 2.75 -4.78
N -3.59 -5.23 8.03
C -3.00 -4.56 7.27
C -2.26 -3.78 6.32
C -2.52 -3.91 4.95
C -1.74 -3.21 4.03
C -0.74 -2.33 4.48
C -0.55 -2.11 5.85
C -1.30 -2.86 6.76
N 0.07 -1.58 3.58
C 0.79 -0.42 3.88
C 1.26 0.08 2.72
N 0.87 -0.76 1.69
C 0.16 -1.76 2.24
H -3.31 -4.59 4.61
H -1.95 -3.35 2.96
H 0.18 -1.39 6.23
H -1.12 -2.72 7.83
H 0.90 -0.04 4.87
H 1.81 0.98 2.54
H -0.20 -2.67 1.78

77
Properties=species:S:1:pos:R:3 method="wB97M-V/def2-TZVPD" max_force_ha_per_bohr=0.030 total_charge=-1 energy_ev=-43008.6793 lumo_energy_ev=2.0
C 2.09 -2.06 1.44
C 2.18 -1.70 -0.04
C 1.61 -2.45 -1.04
C 1.72 -2.02 -2.35
C 2.39 -0.87 -2.67
C 3.00 -0.10 -1.67
C 3.73 1.16 -2.09
In 4.65 2.37 -0.41
C 3.10 3.50 0.75
C 2.32 2.64 1.76
O 1.99 3.30 3.00
C 1.08 4.34 2.80
C -0.37 3.85 2.54
O -1.00 4.59 1.45
C -1.54 3.66 0.56
C -0.67 3.03 -0.31
C -1.14 2.07 -1.18
C -2.49 1.71 -1.21
C -2.91 0.60 -2.18
C -2.16 0.88 -3.53
C -4.43 0.66 -2.57
C -2.48 -0.82 -1.75
C -2.74 -1.23 -0.28
C -2.63 -2.78 -0.23
C -4.15 -0.89 0.27
C -1.66 -0.71 0.72
C -3.32 2.40 -0.35
C -2.87 3.37 0.54
C 2.88 -0.55 -0.38
H 3.09 -1.99 1.89
H 1.64 -3.06 1.52
H 1.43 -1.31 1.90
H 1.08 -3.36 -0.79
H 1.24 -2.61 -3.14
H 2.45 -0.55 -3.71
H 3.09 1.80 -2.72
H 4.57 0.86 -2.73
H 5.74 1.42 0.64
H 5.70 3.60 -1.22
H 2.38 4.01 0.09
H 3.62 4.27 1.33
H 1.38 2.23 1.35
H 2.92 1.76 2.03
H 1.34 5.03 1.98
H 1.06 4.94 3.72
H -0.98 4.05 3.44
H -0.41 2.77 2.39
H 0.39 3.27 -0.31
H -0.40 1.60 -1.82
H -1.11 0.58 -3.46
H -2.27 1.93 -3.83
H -2.63 0.25 -4.29
H -4.52 1.02 -3.60
H -4.89 -0.33 -2.56
H -5.00 1.37 -1.96
H -2.92 -1.59 -2.41
H -1.40 -0.90 -1.92
H -3.11 -3.25 -1.11
H -3.04 -3.20 0.70
H -1.58 -3.08 -0.28
H -4.86 -1.68 0.00
H -4.08 -0.94 1.37
H -4.51 0.11 0.03
H -0.68 -0.59 0.26
H -1.65 -1.40 1.57
H -2.02 0.25 1.12
H -4.38 2.16 -0.33
H -3.59 3.85 1.20
H 3.36 0.03 0.42
C 2.03 -6.03 2.38
O 1.71 -5.15 1.60
N 3.20 -6.74 2.24
N 1.25 -6.39 3.45
H 3.48 -7.47 2.87
H 3.79 -6.50 1.47
H 0.39 -5.89 3.57
H 1.50 -7.11 4.09